This record from OMol25 describes a structure of composition C31H30CsOPS. The level of theory is ωB97M-V/def2-TZVPD.

Summary:
total charge	0
gap between HOMO and LUMO	0.227	Ha
LUMO level	-0.026	eV
ΔE to the lowest compared entry with this formula, charge and spin	0.308	eV
spin multiplicity	1

Element x y z (Å)
Cs -0.06 0.04 -0.02
C -3.97 -1.04 -1.04
C -2.89 -1.99 -0.59
C -2.04 -2.59 -1.53
C -0.99 -3.40 -1.12
C -0.77 -3.63 0.23
C -1.61 -3.05 1.17
C -2.66 -2.25 0.76
H -3.55 -0.05 -1.22
H -4.75 -0.95 -0.28
H -4.43 -1.38 -1.97
H -2.20 -2.40 -2.58
H -0.34 -3.84 -1.87
H 0.06 -4.25 0.55
H -1.43 -3.21 2.22
H -3.31 -1.79 1.50
C -3.26 3.23 -6.73
C -4.05 3.10 -5.61
C -3.47 2.83 -4.38
C -2.09 2.69 -4.25
C -1.30 2.83 -5.39
C -1.88 3.09 -6.63
P -1.40 2.36 -2.58
C 0.09 1.41 -3.06
C 1.40 1.83 -2.83
C 2.48 1.00 -3.11
C 2.26 -0.27 -3.62
C 0.97 -0.71 -3.86
C -0.10 0.12 -3.57
C -0.77 4.02 -2.11
C -0.97 5.14 -2.87
C -0.54 6.41 -2.41
C 0.10 6.52 -1.21
C 0.33 5.38 -0.40
C 1.03 5.46 0.83
C 1.27 4.33 1.56
C 0.79 3.09 1.09
C 0.08 2.92 -0.08
C -0.13 4.11 -0.84
H -3.71 3.44 -7.70
H -5.13 3.21 -5.69
H -4.10 2.72 -3.49
H -0.23 2.73 -5.31
H -1.25 3.19 -7.50
H 1.57 2.82 -2.41
H 3.48 1.35 -2.92
H 3.11 -0.92 -3.84
H 0.78 -1.70 -4.26
H -1.12 -0.23 -3.74
H -1.47 5.08 -3.84
H -0.71 7.28 -3.03
H 0.45 7.49 -0.87
H 1.39 6.43 1.17
H 1.83 4.40 2.49
H 1.01 2.17 1.64
C 1.29 -1.11 5.06
S 1.17 0.12 3.75
C -0.23 1.03 4.42
O 0.66 -0.61 2.55
H 0.34 -1.63 5.16
H 1.57 -0.61 5.99
H 2.08 -1.80 4.76
H 0.05 1.48 5.37
H -1.07 0.34 4.54
H -0.47 1.80 3.69

Atom charges from the Löwdin analysis, given in e for atoms 1 to 8:
1. Cs 1.17
2. C -0.04
3. C -0.33
4. C -0.09
5. C -0.10
6. C -0.11
7. C -0.11
8. C -0.09

***

This record from OMol25 describes a cluster of 6 separate species, C31H30N6O14PS in total. The level of theory is ωB97M-V/def2-TZVPD.

Summary:
total charge	-1
gap between HOMO and LUMO	0.155	Ha
LUMO level	0.595	eV
spin multiplicity	1

Element x y z (Å)
O -3.90 0.53 3.60
S -4.36 -0.30 2.50
O -3.84 -0.07 1.18
C -4.27 -2.05 3.02
N -3.59 -2.85 2.09
P -3.17 -4.35 2.45
O -1.92 -4.20 3.61
O -4.32 -4.97 3.55
H -5.70 -0.11 2.46
H -5.33 -2.31 3.16
H -3.82 -1.93 4.02
H -1.87 -3.28 3.89
H -4.24 -4.53 4.41
C -12.03 0.64 2.42
C -11.41 1.61 1.63
C -10.12 1.41 1.18
C -9.47 0.24 1.52
C -10.06 -0.73 2.30
C -11.35 -0.52 2.75
N -8.09 0.02 1.03
O -7.58 0.90 0.37
O -7.56 -1.03 1.33
H -13.04 0.80 2.77
H -11.94 2.52 1.37
H -9.61 2.15 0.57
H -9.51 -1.63 2.55
H -11.83 -1.27 3.37
C 2.92 1.35 4.25
C 2.87 0.76 2.99
C 1.82 -0.07 2.64
C 0.82 -0.29 3.57
C 0.83 0.27 4.83
C 1.90 1.09 5.16
N -0.30 -1.16 3.15
O -0.25 -1.62 2.03
O -1.21 -1.34 3.93
H 3.74 2.00 4.51
H 3.65 0.95 2.26
H 1.75 -0.53 1.67
H 0.02 0.08 5.52
H 1.93 1.55 6.14
C -0.50 -3.19 -3.07
C -0.85 -2.71 -1.81
C -0.14 -1.65 -1.25
C 0.90 -1.11 -1.99
C 1.26 -1.57 -3.24
C 0.55 -2.63 -3.78
N 1.65 0.03 -1.44
O 1.34 0.40 -0.32
O 2.53 0.54 -2.11
H -1.06 -4.02 -3.49
H -1.66 -3.15 -1.25
H -0.40 -1.26 -0.28
H 2.09 -1.12 -3.77
H 0.82 -3.01 -4.76
C 5.84 2.71 -5.67
C 6.38 1.90 -6.66
C 5.86 0.64 -6.89
C 4.81 0.21 -6.11
C 4.25 1.00 -5.11
C 4.78 2.26 -4.89
N 4.24 -1.13 -6.34
O 4.76 -1.83 -7.18
O 3.29 -1.45 -5.65
H 6.25 3.70 -5.50
H 7.21 2.26 -7.26
H 6.27 -0.01 -7.65
H 3.43 0.63 -4.51
H 4.36 2.89 -4.12
C 6.20 1.94 -1.88
C 7.50 2.41 -1.71
C 7.98 2.70 -0.45
C 7.14 2.51 0.64
C 5.84 2.05 0.50
C 5.37 1.76 -0.78
N 7.64 2.81 1.99
O 8.78 3.24 2.09
O 6.90 2.61 2.93
H 5.83 1.70 -2.87
H 8.14 2.54 -2.57
H 8.98 3.07 -0.29
H 5.22 1.92 1.37
H 4.36 1.40 -0.91

Atom charges from the Löwdin analysis, given in e for atoms 1 to 8:
1. O -0.42
2. S 0.65
3. O -0.38
4. C -0.50
5. N -0.35
6. P 0.60
7. O -0.38
8. O -0.38

***

spin multiplicity of number 2 (C31H30N6O14PS)?
1